Record 1
Molecular formula: C29H35BrN9O4P
Method: DFT, ωB97M-V/def2-TZVPD

The value obtained for the HOMO-LUMO gap is 7.379 eV. The value obtained for the HOMO energy is -8.3 eV. The largest force on an atom comes out at 3.113 eV Å⁻¹. The net charge is 0.

```
79
Properties=species:S:1:pos:R:3:forces:R:3
O -6.285846 -0.018397 2.466223 0.01 0.04 0.27
C -6.160928 1.030887 2.995445 0.44 1.83 0.90
O -7.114876 2.059173 2.894065 0.59 -0.31 -0.12
C -6.589873 3.271921 3.382358 0.85 -0.58 0.33
O -7.142175 4.292719 3.149862 0.15 -0.11 0.30
C -5.258227 2.946949 4.111358 -1.35 -0.54 -0.02
P -4.135964 4.087950 5.100909 0.66 0.70 -1.52
O -4.881264 5.573606 4.871675 -0.03 -1.42 0.73
Br -4.228803 3.551077 7.296516 -0.73 -0.01 -0.19
C -5.016863 1.629402 3.864535 0.74 -0.49 0.80
C -3.803050 0.737139 4.280947 -0.11 0.36 -1.90
C -2.986372 0.573953 2.929048 0.60 0.26 -0.57
C -3.028153 -0.655845 2.155918 1.56 2.34 -0.96
C -2.261168 -0.684055 0.869044 -0.79 1.92 2.32
C -1.543884 0.525285 0.498895 -0.65 -0.44 0.41
C -1.499680 1.745277 1.282852 -1.46 -1.34 0.98
C -2.237876 1.774373 2.525113 0.03 -2.00 -1.53
H -4.509138 6.241526 5.473889 -0.02 -0.31 -0.30
H -4.127807 -0.276026 4.621922 0.15 0.99 -0.03
H -3.119901 1.256178 4.993233 -0.87 -0.47 -0.24
H -3.640262 -1.491342 2.554597 0.61 0.54 -0.67
H -2.302546 -1.600675 0.238585 0.25 1.07 0.57
H -0.997674 0.533429 -0.472576 -0.48 -0.10 0.87
H -0.954342 2.672977 0.968746 -0.77 -1.60 0.12
H -2.254075 2.692819 3.157524 0.03 -0.87 -0.57
C -6.345176 2.151370 -0.223608 -0.22 -0.13 0.06
C -5.278597 2.576807 -1.126866 -0.05 -0.04 0.05
N -4.441663 2.911014 -1.838583 -0.10 -0.05 0.04
H -6.163565 2.485319 0.794801 0.15 0.11 -0.19
H -7.311790 2.554596 -0.528670 0.14 0.09 -0.09
H -6.439860 1.064694 -0.197736 0.17 0.05 -0.07
C 1.488299 -2.046500 0.349180 -0.05 -0.24 -0.19
C 1.475843 -0.705487 0.927966 0.06 -0.09 -0.05
N 1.470919 0.349188 1.383401 0.24 -0.07 -0.05
H 2.476293 -2.306341 -0.035854 0.05 0.16 0.18
H 1.219095 -2.803695 1.085138 0.03 0.19 0.09
H 0.781128 -2.135375 -0.484269 0.19 0.24 0.52
C 0.714854 -5.332235 -1.707608 -0.24 -0.07 -0.34
C 1.400019 -5.264171 -0.420448 -0.03 -0.08 -0.05
N 1.939304 -5.211755 0.592307 -0.05 -0.04 -0.18
H 1.178888 -4.672078 -2.441803 0.08 0.02 0.17
H 0.735871 -6.343176 -2.117247 0.12 0.00 0.18
H -0.331258 -5.036247 -1.617798 0.10 0.07 0.19
C 0.491055 -1.375397 -3.810641 -0.20 -0.17 0.00
C -0.280416 -1.829281 -2.656801 -0.14 -0.06 -0.25
N -0.881845 -2.184603 -1.743208 -0.08 -0.06 -0.44
H 1.456368 -1.879227 -3.869620 -0.09 -0.03 0.17
H -0.036095 -1.570585 -4.745568 -0.11 -0.04 0.14
H 0.683973 -0.308671 -3.765367 -0.22 -0.11 0.19
C 2.311473 4.026202 2.488549 0.42 -0.05 0.10
C 0.936977 4.175795 2.024460 0.11 0.01 0.04
N -0.144857 4.286948 1.656358 0.43 0.59 0.24
H 2.817666 3.208472 1.973381 -0.25 -0.04 -0.05
H 2.892087 4.933446 2.314976 -0.20 0.04 -0.06
H 2.349892 3.812334 3.557346 -0.20 0.00 -0.06
C 4.588129 0.467720 -3.630718 0.24 0.04 0.12
C 3.277882 0.511717 -4.273101 0.11 0.13 0.01
N 2.245708 0.544919 -4.776663 0.60 0.31 -0.17
H 4.900690 1.457052 -3.293305 -0.20 0.02 -0.08
H 4.585522 -0.187115 -2.758697 -0.12 -0.02 -0.11
H 5.354922 0.098880 -4.310362 -0.20 -0.05 -0.05
C 9.226078 0.647402 -4.423665 0.31 0.23 -0.18
C 8.216298 -0.234794 -3.848750 0.09 -0.04 0.03
N 7.422113 -0.930444 -3.395106 0.16 0.12 -0.04
H 9.319772 1.571745 -3.852164 -0.14 -0.13 0.09
H 10.207384 0.170967 -4.438768 -0.15 -0.16 0.12
H 8.978614 0.921076 -5.450321 -0.15 -0.12 0.07
C 8.866374 -3.051016 -0.455633 -0.32 -0.12 0.24
C 9.956641 -2.593900 -1.311178 -0.05 0.00 0.00
N 10.813934 -2.233633 -1.985173 -0.13 0.01 0.06
H 9.009535 -2.731881 0.577630 0.16 0.06 -0.11
H 7.906115 -2.655922 -0.790628 0.16 0.08 -0.16
H 8.790089 -4.139099 -0.454022 0.15 0.06 -0.12
C -4.873039 -2.887923 -1.994822 -0.08 0.05 -0.39
C -4.627249 -3.046063 -0.564954 -0.02 0.00 -0.09
N -4.430051 -3.167895 0.559169 -0.06 -0.09 -0.11
H -5.708015 -3.506605 -2.326863 0.02 -0.02 0.20
H -5.111950 -1.853462 -2.245927 0.06 -0.01 0.20
H -3.999634 -3.173385 -2.582826 0.06 0.00 0.21
```
Positions in Å, forces in eV/Å.

Mulliken population analysis, charges in e, atoms 1 to 2:
1. O -0.450
2. C 0.163



Record 2
Molecular formula: C33H35Cl5MgN4O6S4Sb2
Method: DFT, ωB97M-V/def2-TZVPD

The value obtained for the HOMO-LUMO gap (spin up / spin down) is 6.824 / 5.497 eV. The value obtained for the HOMO energy (spin up / spin down) is -4.9 / -4.9 eV. The spin multiplicity is 2. As for the expectation value of S²: 0.758. The largest force on an atom comes out at 3.012 eV Å⁻¹. The net charge is -1.

```
90
Properties=species:S:1:pos:R:3:forces:R:3
Mg 0.042607 1.610920 0.066163 1.66 0.73 -0.48
S 0.845007 3.374038 -1.414565 -0.18 -0.08 -0.45
Sb 2.183137 1.708096 -2.406478 0.71 0.56 -0.09
S 4.023266 1.655936 -1.061512 -0.44 -0.32 -0.23
S 0.702262 -0.657283 -1.406324 0.21 -0.03 0.14
C 0.801800 -3.708963 -3.257782 0.12 -0.01 0.02
C -0.134784 -3.296890 -4.345694 0.14 -0.07 -0.06
C -0.096889 -3.916308 -5.589546 0.06 -0.08 -0.02
C -0.966563 -3.558033 -6.604525 -0.06 0.03 -0.06
C -1.899414 -2.563706 -6.378431 -0.07 0.01 -0.12
C -1.949070 -1.947725 -5.139611 -0.23 0.21 -0.03
C -1.071556 -2.292892 -4.124265 -0.19 0.34 0.41
Sb -1.362164 -1.374868 -2.164819 -0.60 -0.38 -0.52
C -2.079941 -3.198804 -1.288262 0.11 0.63 -0.24
C -3.082863 -3.819305 -2.012201 -0.01 -0.04 -0.20
C -3.605810 -5.026879 -1.583197 -0.15 -0.05 -0.05
C -3.129993 -5.596030 -0.414432 -0.16 -0.04 -0.05
C -2.140754 -4.960747 0.312520 0.09 0.01 -0.01
C -1.585429 -3.759692 -0.116144 -0.04 -0.04 0.09
C -0.486558 -3.111667 0.656592 0.04 0.05 0.14
C -3.045454 -0.157268 -2.758201 0.45 -0.29 0.15
C -4.295310 -0.458974 -2.249046 -0.08 -0.24 0.06
C -5.388915 0.324245 -2.576773 -0.12 -0.07 -0.15
C -5.224273 1.400039 -3.430695 -0.09 0.01 0.02
C -3.973283 1.693825 -3.939926 0.08 -0.01 -0.02
C -2.859708 0.931384 -3.602367 -0.01 0.04 -0.13
C -1.508640 1.314809 -4.112311 0.02 0.06 0.15
H 1.549833 -4.407426 -3.624987 0.05 -0.07 0.03
H 0.239786 -4.186822 -2.453175 0.06 -0.07 0.12
H 1.302059 -2.831798 -2.844905 0.08 -0.14 0.05
H 0.627835 -4.698089 -5.765142 0.12 -0.09 0.01
H -0.923623 -4.053520 -7.565061 0.05 -0.04 -0.03
H -2.588858 -2.262016 -7.155394 -0.03 -0.02 -0.04
H -2.701088 -1.187879 -4.967170 0.01 0.00 -0.05
H -3.440065 -3.368576 -2.931674 -0.06 -0.06 -0.03
H -4.383955 -5.511051 -2.156296 -0.04 -0.04 -0.02
H -3.541737 -6.532750 -0.066807 -0.01 -0.08 0.05
H -1.781170 -5.397172 1.233152 0.06 -0.07 0.09
H -0.353493 -3.587811 1.624266 0.03 -0.04 0.10
H -0.721721 -2.060350 0.816654 0.15 -0.03 0.02
H 0.456074 -3.167207 0.106638 -0.02 0.07 0.08
H -4.412365 -1.292686 -1.572356 -0.05 -0.06 0.09
H -6.364186 0.101443 -2.167812 -0.03 -0.06 0.05
H -6.071464 2.017854 -3.691577 -0.07 0.05 -0.04
H -3.843979 2.534348 -4.607864 0.01 0.09 -0.03
H -1.598995 1.872020 -5.041836 0.11 -0.01 -0.10
H -0.877587 0.437932 -4.277517 0.06 0.14 -0.09
H -1.023168 1.958706 -3.374681 0.14 0.03 0.03
C 7.254154 4.102191 3.392319 -0.07 0.15 -0.08
C 6.642380 2.948575 4.155937 -0.80 0.16 0.02
S 4.862308 3.323543 4.328986 0.52 -0.68 0.38
O 4.721651 4.297028 5.376236 0.03 0.02 0.49
O 4.338902 3.668978 3.040207 0.11 -0.17 -0.50
C 4.132010 1.727659 4.865970 0.27 0.83 -0.43
C 2.611474 1.776099 4.866484 0.14 -0.22 0.58
N 2.059186 2.309458 3.639198 -0.42 0.21 -0.07
C 1.982459 1.670190 2.456384 -0.01 0.07 0.21
N 1.339384 2.407552 1.560906 0.15 -0.35 0.02
C 1.047720 3.580106 2.141891 0.26 0.54 0.92
C 1.485295 3.555500 3.450554 -0.35 -0.58 -1.42
N 1.339623 4.579721 4.401259 -0.20 0.37 0.28
O 1.503631 4.329879 5.584691 0.04 0.01 0.17
O 1.010561 5.671946 3.976493 -0.04 0.12 -0.09
C 2.557131 0.343104 2.168284 0.01 -0.24 0.14
H 8.326804 3.975424 3.264982 0.04 -0.08 0.02
H 7.072744 5.028052 3.932654 0.07 0.15 -0.01
H 6.779240 4.177695 2.416961 0.09 0.06 -0.09
H 7.030826 2.863505 5.166702 0.02 -0.12 0.10
H 6.728772 2.008749 3.619556 0.01 -0.16 -0.03
H 4.494158 1.544423 5.872654 0.10 -0.08 0.08
H 4.510063 0.978099 4.178495 0.12 -0.11 -0.07
H 2.270727 2.414924 5.685005 0.02 -0.30 -0.27
H 2.201346 0.759023 4.993756 0.21 0.37 0.06
H 0.545314 4.368600 1.615021 -0.01 0.18 -0.01
H 2.220309 -0.387208 2.906138 0.07 -0.01 -0.02
H 3.644558 0.402393 2.175120 0.10 0.01 -0.10
H 2.254337 0.017643 1.174245 0.06 0.07 0.01
Cl -4.411148 2.132336 0.073493 -0.49 0.17 0.06
C -2.995353 1.568482 0.963728 -0.53 -0.31 -0.08
Cl -1.978782 2.920310 1.376112 0.12 0.84 0.52
C -2.271926 0.659947 -0.030063 -1.37 -0.37 0.15
O -2.531051 -0.541756 0.015098 -0.11 -0.68 -0.02
O -1.569879 1.232776 -0.882312 -0.21 0.45 -0.50
H -3.332868 1.046452 1.860121 0.14 0.12 -0.15
Cl 0.890202 -1.130574 4.755428 -0.20 -0.20 0.14
C -1.423491 -0.452326 3.805666 -1.11 -0.54 1.87
Cl -2.214445 -1.974238 3.948969 0.14 0.25 -0.18
Cl -1.936710 0.782407 4.905707 0.18 -0.19 -0.20
C -0.973278 -0.029078 2.605717 1.72 0.68 -2.38
N -0.477178 0.358002 1.620625 -0.65 -0.88 1.91
```
Positions in Å, forces in eV/Å.

Mulliken population analysis, charges in e, atoms 1 to 2:
1. Mg 1.587
2. S -0.619



no.,E_tot (Ha)
1,-4835.08967
2,-6523.38840